No. 1
A structure of composition C52H69BrN6P2PdSi, computed with wB97M-V/def2-TZVPD.

The geometry in ORCA input format:
```
! RIJCOSX wB97M-V def2-TZVPD def2/J DEFGRID3
* xyz 2 1
Pd -0.66309 -0.98645 -0.24855
C -1.53456 -1.74410 5.49826
N -1.52004 -1.00690 4.23909
C -1.76361 0.32763 4.10699
C -1.60336 0.61149 2.78296
N -1.27592 -0.52120 2.09650
C -1.22175 -1.49006 3.00431
P -0.60158 -3.17998 2.80236
C 0.85879 -2.72408 1.80165
N 0.94147 -1.83084 0.82010
C 2.26448 -1.68412 0.51279
C 2.99584 -2.51436 1.30818
N 2.10413 -3.15719 2.11809
C 2.46201 -4.16692 3.10992
C -1.80592 -3.84677 1.61989
N -2.34734 -3.18263 0.61731
C -3.22051 -4.04189 0.02314
C -3.21139 -5.24257 0.67875
N -2.31698 -5.11169 1.69893
C -2.00234 -6.15794 2.66379
H -1.95935 -1.10133 6.26380
H -0.52474 -2.02507 5.79061
H -2.15025 -2.63573 5.40978
H -2.01192 0.95003 4.94910
H -1.67383 1.57544 2.31391
H 2.60388 -0.99059 -0.23579
H 4.05589 -2.68493 1.37758
H 3.52420 -4.07875 3.31881
H 2.25464 -5.16534 2.72895
H 1.90617 -4.00407 4.02912
H -3.80844 -3.76509 -0.83715
H -3.75719 -6.15653 0.51692
H -2.87849 -6.38563 3.26771
H -1.20211 -5.81861 3.31550
H -1.68047 -7.05620 2.14119
C -2.23516 2.09425 -1.57073
C -2.84016 0.73365 -1.82498
C -3.67148 0.70942 -3.09264
C -2.26197 -0.45635 -1.31330
C -3.72180 0.14428 -0.51787
C -3.62133 0.87376 0.66680
C -4.62038 0.79144 1.61732
C -5.71414 -0.03526 1.39528
C -5.81845 -0.77908 0.22319
C -4.83185 -0.68371 -0.73529
H -1.69571 2.38483 -2.47523
H -1.51917 2.09790 -0.75441
H -3.01098 2.84009 -1.39603
H -3.04079 1.06139 -3.90864
H -4.52436 1.38356 -3.01333
H -4.01250 -0.28829 -3.35726
H -2.68217 -1.33244 -1.79680
H -2.76818 1.51432 0.82300
H -4.55165 1.36950 2.52888
H -6.49878 -0.09569 2.13831
H -6.67429 -1.41884 0.05821
H -4.92077 -1.24725 -1.65415
C 0.45455 5.43395 -0.75883
C 1.84209 4.85251 -0.45033
C 2.80051 6.02414 -0.17390
C 2.29491 4.14011 -1.73226
Si 1.79404 3.66640 1.05277
Br 0.91480 1.66834 0.23670
C 3.51220 3.11784 1.70214
C 4.46046 2.84837 0.52241
C 4.13376 4.21344 2.58529
C 3.46145 1.81840 2.52512
C 0.56679 4.21818 2.41738
C 0.84919 5.66586 2.85657
C 0.71338 3.31530 3.65066
C -0.89833 4.14033 1.95616
H 0.52392 6.03894 -1.66759
H 0.08111 6.08426 0.03024
H -0.28459 4.64942 -0.94359
H 2.74829 6.72842 -1.00908
H 3.83789 5.70097 -0.09043
H 2.54355 6.57573 0.73199
H 2.34564 4.87174 -2.54471
H 1.57848 3.36942 -2.02208
H 3.27498 3.67715 -1.64199
H 4.67620 3.74491 -0.05696
H 4.06702 2.08480 -0.15464
H 5.41427 2.48245 0.91375
H 4.24133 5.16692 2.06662
H 5.13445 3.89652 2.89327
H 3.55803 4.38492 3.49543
H 2.99867 0.99676 1.97712
H 2.93555 1.93524 3.47038
H 4.48850 1.52300 2.76118
H 1.86642 5.79914 3.22704
H 0.17025 5.92877 3.67338
H 0.68376 6.38714 2.05650
H 1.67904 3.44269 4.13788
H 0.59014 2.25786 3.40792
H -0.05373 3.58680 4.38401
H -1.14325 4.87311 1.19251
H -1.55024 4.33537 2.81419
H -1.14501 3.15535 1.55601
C 4.13855 0.21439 -3.44089
C 2.99221 0.97414 -3.25677
C 1.80917 0.36806 -2.86266
C 1.75141 -1.01603 -2.69714
C 2.90974 -1.77305 -2.87775
C 4.09855 -1.15706 -3.23795
P 0.17578 -1.79057 -2.24280
C 0.51273 -3.57674 -2.28860
C 0.44604 -4.39595 -1.17081
C 0.71974 -5.75372 -1.27689
C 1.06121 -6.30040 -2.50254
C 1.12574 -5.48885 -3.62922
C 0.84984 -4.13716 -3.52630
C -0.88479 -1.62893 -3.71894
C -1.88922 -2.58391 -3.90244
C -2.69831 -2.54761 -5.02658
C -2.50894 -1.56177 -5.98740
C -1.50908 -0.61755 -5.81634
C -0.70098 -0.64516 -4.68534
H 5.06151 0.69188 -3.74216
H 3.02057 2.04247 -3.41526
H 0.93350 0.97828 -2.67574
H 2.89403 -2.84435 -2.73428
H 4.99092 -1.75401 -3.37119
H 0.16028 -3.97295 -0.22555
H 0.65959 -6.38661 -0.39988
H 1.27407 -7.35780 -2.58748
H 1.38746 -5.91233 -4.58955
H 0.89456 -3.51442 -4.41180
H -2.00926 -3.38787 -3.18432
H -3.45909 -3.30472 -5.16622
H -3.12840 -1.54184 -6.87405
H -1.33986 0.13708 -6.57326
H 0.10007 0.07548 -4.59493
*
```

Properties
- LUMO (eV) = -5.27
- energy above the lowest of the compared OMol25 structures with the same formula, charge and spin (kJ/mol) = 11.29
- F_max (eV/A) = 0.95

Here are the Löwdin charges for atoms 1 to 6, given in e: Pd 0.69; C -0.02; N -0.12; C -0.03; C -0.17; N 0.05

No. 2
A cluster of 8 separate species, C52H75ClN2O21P4 in total at a distorted geometry, computed with wB97M-V/def2-TZVPD.

The geometry in ORCA input format:
```
! RIJCOSX wB97M-V def2-TZVPD def2/J DEFGRID3
* xyz 0 1
C -0.16471 6.75131 0.36607
C -0.37063 5.63652 0.77623
C -0.37432 4.18742 1.21856
C -1.39034 3.45178 0.31682
C -2.75143 3.34315 0.74785
P -3.14301 4.15194 2.36965
P -2.92844 2.64221 3.94755
O -1.68839 2.82996 4.70890
O -2.81863 1.17645 3.18331
O -4.23294 2.67874 4.95835
C -3.72664 2.65939 -0.08884
P -5.51251 2.57966 0.49062
N -5.58291 2.03135 2.14557
O -6.11987 4.15513 0.47441
C -3.38677 2.07812 -1.34474
P -4.52564 1.18875 -2.53407
O -5.87890 0.59777 -1.77061
Cl -5.16606 2.74342 -3.81856
C -2.02134 2.20586 -1.76386
C -1.07191 2.87894 -0.94165
C 0.36997 3.01689 -1.45686
O 1.10537 3.93587 -1.20088
C 0.87617 1.91071 -2.40068
C 2.38042 1.63111 -2.41260
C 2.80309 0.49124 -1.39009
C 3.94390 0.91965 -0.41027
C 3.49377 2.07551 0.55861
C 4.50292 -0.32604 0.37685
C 3.27785 -1.01801 1.07051
C 3.66884 -1.84864 2.32815
C 2.64205 -2.23179 3.19793
C 2.50459 -1.54027 4.57227
C 1.67681 -3.31552 2.67891
C -0.02122 1.28324 -3.17589
C 0.37463 0.18774 -4.18445
N 0.38214 -1.16606 -3.56610
C -1.50847 1.67552 -3.10378
O -2.17070 1.57277 -4.10768
H 0.07301 7.75458 0.03444
H 0.62452 3.73805 1.03445
H -0.56584 4.07894 2.29932
H -4.50203 4.57797 2.38052
H -3.69576 0.75995 3.24369
H -4.45065 1.75482 5.16642
H -6.43899 1.50580 2.30674
H -5.63602 2.82072 2.79466
H -5.39715 4.80222 0.51474
H -6.64060 1.15986 -1.99989
H 2.90333 2.57793 -2.10162
H 2.72997 1.44241 -3.44659
H 1.88912 0.19195 -0.83843
H 3.21952 -0.36911 -1.96293
H 4.78538 1.32770 -0.99457
H 3.64400 3.03851 0.03025
H 2.40985 1.92909 0.76130
H 4.07024 2.01495 1.49789
H 5.28389 -0.05274 1.12109
H 4.94008 -1.03189 -0.36373
H 2.78430 -1.65694 0.30079
H 2.51271 -0.28546 1.39727
H 4.72648 -2.13527 2.49695
H 2.68486 -2.22686 5.42816
H 3.20280 -0.69293 4.58537
H 1.48877 -1.08473 4.61212
H 2.07793 -4.33854 2.83370
H 0.63548 -3.20278 3.05424
H 1.63018 -3.18766 1.57068
H 1.40448 0.37161 -4.56316
H -0.26853 0.24473 -5.08957
H 0.13503 -1.02484 -2.58745
H 1.34949 -1.48824 -3.53831
O 2.76930 -3.62856 -2.70127
C 1.77682 -4.30423 -2.68607
O 0.54092 -3.80421 -2.47451
C -0.41731 -4.87539 -2.40789
C 0.23427 -6.03186 -3.14162
C 1.71139 -5.80662 -2.84909
H -0.61092 -5.10301 -1.36040
H -1.34802 -4.56294 -2.87766
H -0.13542 -7.00299 -2.82468
H 0.05532 -5.93805 -4.21567
H 2.02007 -6.27854 -1.91435
H 2.34269 -6.13758 -3.67048
O -10.04777 2.11815 -8.74865
C -9.05859 2.61960 -8.30203
O -8.37030 3.61064 -8.92711
C -7.17701 3.91397 -8.18599
C -7.45061 3.42967 -6.77486
C -8.36322 2.23654 -7.01303
H -6.33715 3.39050 -8.64962
H -6.98724 4.98539 -8.22377
H -6.54534 3.18740 -6.21958
H -7.99100 4.19865 -6.21789
H -7.79855 1.31655 -7.17452
H -9.08089 2.10741 -6.20659
O 4.45736 -0.40727 6.18087
C 4.29599 -0.56111 7.35511
O 4.37850 -1.76897 7.97191
C 4.02554 -1.63085 9.35689
C 4.25140 -0.16568 9.68265
C 3.93088 0.51158 8.35808
H 2.98111 -1.92801 9.48066
H 4.65173 -2.28738 9.95881
H 3.64655 0.18798 10.51683
H 5.30119 0.00035 9.93497
H 2.86757 0.73890 8.26225
H 4.52797 1.40732 8.20563
O 4.76015 2.80505 -2.58363
C 5.85856 2.64536 -3.03631
O 6.88102 2.09561 -2.33866
C 8.08473 2.14502 -3.12008
C 7.61996 2.26322 -4.55981
C 6.32686 3.05258 -4.41587
H 8.67150 3.00942 -2.79961
H 8.66721 1.24164 -2.94833
H 8.35442 2.73398 -5.21225
H 7.40122 1.27127 -4.96130
H 6.50170 4.12985 -4.42667
H 5.59683 2.77677 -5.17323
O 6.19702 1.67284 2.09643
C 6.65464 2.54740 2.77003
O 7.74832 3.27487 2.41954
C 8.10046 4.16435 3.49023
C 6.83039 4.33245 4.30428
C 6.15454 2.97997 4.12994
H 8.90816 3.70887 4.06906
H 8.45258 5.10853 3.07755
H 7.01755 4.60161 5.34337
H 6.20756 5.11326 3.86210
H 6.48791 2.25636 4.87598
H 5.07035 3.06399 4.13808
O -2.01285 -7.14709 -1.35681
C -2.57908 -6.80422 -0.35819
O -2.83285 -5.50414 -0.05578
C -3.42249 -5.41908 1.25278
C -4.01889 -6.78429 1.50920
C -3.06991 -7.70506 0.75516
H -2.64023 -5.16561 1.97227
H -4.17930 -4.63581 1.26479
H -4.11003 -7.02002 2.56844
H -5.01558 -6.84274 1.06465
H -2.21990 -8.00783 1.36938
H -3.58082 -8.57750 0.35529
O -7.80934 -4.07261 1.30995
C -7.39896 -4.30065 0.20999
O -7.31981 -5.55117 -0.33131
C -6.67955 -5.47144 -1.61657
C -6.86623 -4.03628 -2.07070
C -6.85452 -3.27647 -0.75840
H -5.62471 -5.73513 -1.49715
H -7.14346 -6.17820 -2.30259
H -6.10445 -3.70609 -2.77576
H -7.84056 -3.92444 -2.55157
H -5.84174 -3.00441 -0.45430
H -7.49226 -2.39690 -0.79495
*
```

Properties
- structure (SMILES) = C#CCc1c(PP(=O)(O)O)c(P(N)O)c(P(O)Cl)c2c1C(=O)C(CC[C@@H](C)CCC=C(C)C)=C(CN)C2=O.O=C1CCCO1.O=C1CCCO1.O=C1CCCO1.O=C1CCCO1.O=C1CCCO1.O=C1CCCO1.O=C1CCCO1
- LUMO (eV) = -1.08
- F_max (eV/A) = 2.25

Here are the Löwdin charges for atoms 1 to 6, given in e: C 0.11; C -0.13; C -0.16; C -0.15; C -0.37; P 0.91

No. 3
A cluster of 13 separate species, C52H77F27O30 in total at a distorted geometry, computed with wB97M-V/def2-TZVPD.

The geometry in ORCA input format:
```
! RIJCOSX wB97M-V def2-TZVPD def2/J DEFGRID3
* xyz 0 1
C -8.25879 -9.05505 -3.29660
C -7.07538 -8.53740 -2.38190
O -7.27884 -7.29475 -1.77541
C -7.00942 -6.16979 -2.43952
O -6.39014 -5.94033 -3.46320
O -7.67524 -5.26968 -1.75673
C -7.69003 -3.92177 -2.15694
H -9.07863 -9.34324 -2.63863
H -7.90287 -9.82325 -3.98310
H -8.51787 -8.27396 -4.01135
H -6.15510 -8.55121 -2.96583
H -6.92253 -9.37741 -1.70431
H -8.04674 -3.31612 -1.32383
H -8.43056 -3.75673 -2.93955
H -6.64461 -3.65970 -2.31982
C 6.60432 2.49633 8.17996
C 7.41671 1.54428 9.09282
O 7.20490 1.78203 10.44055
C 7.92539 1.26900 11.44092
O 8.89368 0.53464 11.36358
O 7.49657 1.84183 12.58609
C 8.16163 1.38020 13.76038
H 7.04014 2.42085 7.18374
H 6.61682 3.48140 8.64642
H 5.58800 2.11558 8.07882
H 8.45502 1.62175 8.77030
H 7.00384 0.61367 8.70347
H 8.03067 2.12542 14.54499
H 9.23740 1.28005 13.61627
H 7.68037 0.48189 14.14707
C 11.69562 -1.98044 -6.10879
C 10.62577 -3.09853 -6.24164
O 9.30953 -2.69768 -5.95691
C 8.70178 -2.82218 -4.77108
O 9.16540 -3.34620 -3.77080
O 7.54028 -2.13296 -4.81585
C 6.71837 -1.99093 -3.64058
H 12.65782 -2.48420 -6.20096
H 11.48952 -1.54159 -5.13255
H 11.58305 -1.22954 -6.89081
H 10.98981 -3.92478 -5.63099
H 10.62722 -3.36302 -7.29906
H 5.74963 -1.52726 -3.82678
H 7.04182 -1.32379 -2.84157
H 6.56537 -2.97288 -3.19286
C -13.36355 1.20734 -1.23246
C -12.62865 2.02847 -2.39387
O -11.60512 2.87474 -1.80794
C -10.39826 2.32929 -1.51951
O -10.04368 1.21266 -1.83043
O -9.64417 3.25629 -0.84366
C -8.38477 2.88505 -0.23237
H -13.77030 1.79084 -0.40651
H -12.74014 0.45349 -0.75166
H -14.17502 0.64116 -1.68966
H -13.36990 2.60456 -2.94776
H -12.20291 1.43973 -3.20641
H -8.26510 3.29522 0.77041
H -7.53672 3.28902 -0.78529
H -8.32427 1.79674 -0.23610
C 2.98174 -2.98036 7.86254
C 1.93773 -3.24977 6.73767
O 0.97889 -2.14409 6.61144
C 0.02815 -2.07000 5.67446
O -0.20044 -2.91767 4.76044
C -1.02888 -0.90804 5.91788
F -2.17894 -1.13874 5.26893
F -1.34431 -0.74318 7.19921
F -0.54143 0.24426 5.49820
H 3.85368 -3.63404 7.83921
H 2.53871 -2.98297 8.85844
H 3.35396 -1.95881 7.78518
H 1.32868 -4.10484 7.03098
H 2.58135 -3.37412 5.86682
C -5.14425 -6.58436 4.18969
C -5.06992 -5.63049 2.99625
O -5.79031 -4.41032 3.25301
C -7.12867 -4.20264 3.45402
O -7.94862 -5.11127 3.70106
C -7.49663 -2.70122 3.53775
F -6.56619 -1.87165 3.02452
F -8.61722 -2.55888 2.80238
F -7.68087 -2.29802 4.76569
H -4.54064 -6.11748 4.96801
H -4.63150 -7.51686 3.95380
H -6.16226 -6.73584 4.54857
H -5.59744 -6.07718 2.15347
H -4.05272 -5.48489 2.63266
C -0.56351 -6.67389 -1.51112
C 0.36070 -5.68082 -0.74920
O 1.56673 -6.36571 -0.32404
C 2.63554 -5.59621 0.16367
O 2.50047 -4.39806 0.32219
C 3.89399 -6.41827 0.51046
F 3.95357 -6.52534 1.83463
F 3.80765 -7.64856 0.00754
F 5.05617 -5.82303 0.10069
H -0.07272 -7.45599 -2.09039
H -1.03597 -6.05992 -2.27789
H -1.24313 -7.13800 -0.79640
H -0.11526 -5.23498 0.12418
H 0.72871 -4.89902 -1.41362
C 2.68643 8.14001 1.90333
C 1.28194 8.71035 2.11951
O 0.30601 7.88472 1.53446
C -0.18721 6.78133 2.24933
O 0.28061 6.33723 3.34309
C -1.39141 6.08879 1.51235
F -0.92964 5.46022 0.45339
F -2.01847 5.39212 2.43615
F -2.21153 7.05686 1.08754
H 2.91409 8.30556 0.85030
H 2.52909 7.09124 2.15515
H 3.51573 8.56051 2.47212
H 1.13964 9.73904 1.78841
H 1.10205 8.86716 3.18306
C 2.09066 3.97736 -3.95569
C 2.27029 5.13903 -2.97345
O 1.38362 6.20010 -3.33074
C 1.93500 7.42539 -3.80407
O 3.08754 7.46952 -4.20449
C 1.03701 8.61561 -3.84831
F 0.55235 8.64883 -5.08925
F 0.04785 8.39689 -2.98466
F 1.60426 9.79793 -3.54048
H 1.12273 3.48157 -3.88228
H 2.77175 3.14764 -3.76655
H 2.18088 4.31545 -4.98800
H 3.31723 5.43906 -2.92864
H 2.07200 4.72825 -1.98349
C -3.19383 5.46235 -4.94337
C -2.80333 4.42843 -5.96667
O -2.05804 5.17946 -7.01240
C -1.12443 4.42582 -7.75843
O -0.82177 3.26085 -7.55136
C -0.31939 5.33152 -8.72807
F -0.05414 4.56367 -9.79816
F -0.99228 6.45200 -9.04994
F 0.79928 5.68501 -8.10851
H -3.78168 6.26577 -5.38726
H -2.27244 5.83538 -4.49617
H -3.69497 4.97977 -4.10428
H -3.71153 4.09019 -6.46551
H -2.22547 3.62978 -5.50153
C -7.56909 1.85232 -7.61219
C -7.18672 0.36869 -7.86188
O -5.83179 -0.04059 -7.59748
C -5.37065 -0.26683 -6.37886
O -5.87596 0.04053 -5.33206
C -3.98233 -0.94685 -6.37913
F -4.09309 -2.12202 -5.77095
F -3.42243 -1.14750 -7.61040
F -3.02835 -0.27041 -5.73831
H -7.08908 2.45445 -8.38364
H -7.33490 2.24025 -6.62084
H -8.65486 1.88978 -7.52387
H -7.36722 0.10643 -8.90435
H -7.85337 -0.25182 -7.26302
C 8.20697 -1.11482 2.76751
C 9.34040 -0.40014 2.06595
O 10.64652 -0.75614 2.48224
C 11.18204 -0.18204 3.59718
O 10.50038 0.52994 4.37795
C 12.61277 -0.56992 3.88685
F 12.98562 -1.67943 3.26935
F 13.45680 0.42576 3.54448
F 12.66162 -0.80034 5.17777
H 8.28703 -1.08818 3.85424
H 8.01092 -2.11982 2.39383
H 7.26676 -0.63311 2.49901
H 9.20831 0.67603 2.17789
H 9.20431 -0.53903 0.99344
C 2.32753 1.65676 2.29778
C 1.89029 1.03996 0.95787
O 0.52530 0.85200 0.94619
C -0.08306 0.28602 -0.08858
O 0.54818 -0.12251 -1.10273
C -1.62185 0.15916 0.08002
F -2.06728 -1.05285 -0.13005
F -2.03962 0.53522 1.25149
F -2.13536 1.00241 -0.82489
H 2.60683 0.86382 2.99158
H 1.55473 2.22900 2.81104
H 3.23725 2.25123 2.21351
H 2.38948 0.09170 0.75863
H 2.09872 1.57925 0.03385
*
```

Properties
- LUMO (eV) = -0.12
- F_max (eV/A) = 5.73

Here are the Löwdin charges for atoms 1 to 6, given in e: C -0.05; C -0.22; O 0.04; C -0.60; O 0.12; O -0.01